Record 1
Computed, not measured: C17H17AuClO3S as an isolated structure at a distorted geometry, with the ωB97M-V functional and the def2-TZVPD basis.

Geometry as XYZ:
```
40
Properties=species:S:1:pos:R:3:forces:R:3:lowdin_spin:R:1
C 2.558576 2.486295 0.778666 0.84 -1.44 -1.35 0.1830
C 2.191493 3.801106 0.331818 0.41 0.74 -1.90 0.1463
C 2.084525 3.762287 -1.101798 1.60 0.63 1.09 0.0135
H 2.016662 4.658080 0.968818 0.02 -0.08 -0.11 0.0054
C 2.332551 2.414514 -1.528512 0.64 0.17 0.57 0.2079
C 2.631428 1.632612 -0.367270 1.69 0.94 0.82 0.0149
H 2.834993 0.574493 -0.343278 -0.14 0.12 0.02 -0.0018
H 2.667436 2.171736 1.803174 -0.06 -0.02 -0.06 0.0071
H 1.834454 4.595976 -1.741944 -0.02 -0.11 0.11 -0.0017
H 2.289021 2.045727 -2.546281 -0.03 0.06 0.16 0.0101
Au 0.347876 2.445032 -0.204054 -0.79 0.45 2.75 0.5490
Cl -0.125039 1.994538 2.155732 -0.13 1.17 1.38 0.2718
C -2.014739 2.508544 -0.429670 -0.49 0.18 -2.12 0.0895
C -1.521031 2.423393 -1.773419 -1.63 -0.01 1.31 0.0835
C -0.783863 3.618172 -2.051359 -0.48 1.29 0.77 0.1821
H -1.634921 1.573026 -2.432644 0.06 0.13 0.16 0.0019
C -0.833724 4.455286 -0.888688 -1.51 0.41 -1.11 0.0005
C -1.606053 3.784696 0.112516 0.51 0.30 -1.01 0.2191
H -1.781379 4.121718 1.123419 0.01 -0.03 -0.12 0.0088
H -2.551435 1.741030 0.102126 0.11 -0.02 -0.01 0.0022
H -0.247110 3.825011 -2.969116 -0.07 0.01 0.13 0.0082
H -0.342051 5.410671 -0.761935 -0.05 -0.14 -0.04 -0.0034
C -1.126013 -6.610613 1.008527 0.04 0.11 0.01 0.0000
C -0.825339 -5.157421 0.762936 0.07 0.36 -0.04 0.0000
C -0.763705 -4.291098 1.861516 0.06 0.33 -0.28 0.0000
C -0.502940 -2.935481 1.674179 -0.11 -0.49 0.65 0.0000
C -0.299440 -2.448700 0.395962 0.58 1.81 -1.18 0.0004
C -0.352332 -3.270911 -0.711648 -0.04 -0.26 0.15 0.0000
C -0.614221 -4.632989 -0.515632 -0.08 -0.23 -0.06 0.0000
S -0.027894 -0.523236 0.407197 0.17 0.91 -3.23 -0.0001
O -1.304567 -0.159096 0.905544 -2.13 -0.11 -0.06 -0.0004
O 1.041992 -0.410780 1.328248 2.05 -0.57 0.61 -0.0005
O 0.296623 0.442220 -0.924084 -1.16 -6.64 2.30 0.0028
H -0.360820 -7.039482 1.665493 -0.16 -0.07 -0.10 0.0000
H -2.098404 -6.705871 1.504544 0.14 -0.13 -0.07 0.0000
H -1.148560 -7.170627 0.074695 -0.01 -0.08 0.03 0.0000
H -0.927759 -4.669086 2.877065 0.05 0.08 -0.38 0.0000
H -0.471017 -2.286211 2.548019 0.06 0.05 -0.38 0.0000
H -0.200707 -2.872700 -1.714160 -0.01 -0.05 0.24 0.0000
H -0.662567 -5.301861 -1.384703 0.01 0.24 0.35 0.0000
```
Forces are in eV/Å.

The value obtained for the gap between HOMO and LUMO (alpha / beta) is 0.238 / 0.208 Ha. The expectation value of S² is 2.022. For the LUMO energy (alpha / beta), the calculation gives 2.79 / 2.13 eV. As for the multiplicity: 3. The molecular weight is 533.81 g/mol. As for the net charge: -1.

Record 2
Computed, not measured: an isolated ion of composition C3H5Br2N3 and charge +2 at a distorted geometry, with the ωB97M-V functional and the def2-TZVPD basis.

Geometry as XYZ:
```
13
Properties=species:S:1:pos:R:3:forces:R:3:mulliken_charge:R:1
C -0.273621 -1.617195 0.028330 2.14 0.92 0.70 -0.0483
C -0.803978 0.668258 -0.806680 -2.20 0.14 -0.57 0.5582
C 1.003442 1.084734 0.707463 1.56 -0.93 1.91 -0.1538
N 0.313213 1.282148 -0.466635 1.96 -1.54 3.05 -0.0690
N 0.893091 -1.440575 0.442807 -0.57 2.14 -0.45 -0.3952
N -1.136883 -0.537361 -0.324749 -0.40 2.10 -0.54 -0.0947
Br -1.740066 1.844534 -1.998306 -0.14 -1.62 0.79 0.1036
Br 0.260416 0.850369 2.395786 0.15 0.40 -1.37 0.2888
H -0.751026 -2.516900 -0.138660 -1.04 -2.08 -0.25 0.5123
H 2.156145 1.258285 0.856465 -2.28 0.05 -1.16 0.4422
H 0.623135 2.008364 -1.043463 0.98 1.37 -1.36 0.2766
H 1.591478 -2.144015 0.623559 -0.22 -0.78 -0.13 0.2804
H -2.135347 -0.740648 -0.275918 0.06 -0.18 -0.61 0.2991
```
Forces are in eV/Å.

The value obtained for the gap between HOMO and LUMO is 0.303 Ha. For the LUMO energy, the calculation gives -11.32 eV. The molecular weight is 242.90 g/mol. As for the net charge: +2.

Record 3
Computed, not measured: C30H21F5N4O4PS2Tc as an isolated structure, with the ωB97M-V functional and the def2-TZVPD basis.

Geometry as XYZ:
```
68
Properties=species:S:1:pos:R:3:forces:R:3:lowdin_spin:R:1
Tc 0.498257 -1.176608 0.174636 -0.05 0.42 0.07 2.4803
N -7.080926 -0.948550 -1.933893 0.25 0.00 0.06 0.0009
C -6.047446 -0.860400 -1.043301 -0.14 0.01 -0.09 0.0010
C -5.703991 -1.961970 -0.243587 -0.10 -0.11 -0.05 -0.0003
C -4.667606 -1.878636 0.656099 0.01 -0.01 0.05 0.0009
C -3.947170 -0.690531 0.762180 -0.13 -0.03 -0.12 0.0013
C -4.266614 0.414025 -0.023542 0.02 -0.09 0.00 0.0010
C -5.310020 0.326849 -0.920731 -0.01 0.05 -0.03 0.0004
S -2.649143 -0.596670 1.901058 -0.02 0.72 0.06 0.0102
O -2.239869 0.778895 2.007864 0.01 -0.42 -0.06 0.0164
O -2.973359 -1.317593 3.086285 0.14 -0.16 0.04 0.0030
N -1.388079 -1.423469 1.121576 0.26 -0.49 0.19 0.0673
C -1.187401 -2.760643 1.395039 -0.24 0.12 -0.12 0.0189
N -2.013906 -3.632840 1.942459 0.09 -0.26 0.05 0.0043
C -1.513356 -4.856526 2.123499 -0.21 0.19 0.00 0.0095
C -0.223405 -5.238040 1.756307 -0.04 -0.11 0.04 0.0070
C 0.543740 -4.293720 1.122720 0.14 0.15 -0.26 0.0050
N 0.042862 -3.069539 0.940084 -0.05 -0.11 0.18 0.0138
H -7.674850 -1.754546 -1.946737 -0.05 -0.05 0.03 0.0000
H -7.397497 -0.134779 -2.423602 -0.05 0.07 -0.01 0.0000
H -6.275499 -2.880079 -0.330754 0.03 0.06 0.02 0.0000
H -4.414116 -2.722111 1.290989 -0.03 0.10 -0.06 0.0000
H -3.707364 1.335502 0.088660 -0.04 -0.07 0.00 0.0002
H -5.575723 1.185234 -1.527654 0.01 -0.04 0.03 0.0000
H -2.189405 -5.575942 2.577376 0.06 0.06 -0.04 0.0003
H 0.145540 -6.238651 1.927170 -0.04 0.05 0.00 0.0003
H 1.536997 -4.480066 0.732807 0.00 0.05 0.02 -0.0001
F 2.386348 2.433793 5.719253 0.10 0.06 0.22 0.0055
C 1.852885 2.117202 4.557108 0.00 0.01 -0.01 0.0158
C 1.833500 0.795093 4.148407 0.09 0.02 0.23 -0.0011
F 2.355571 -0.149625 4.918666 0.01 -0.06 0.04 -0.0015
C 1.277411 0.480628 2.934901 -0.16 0.48 -0.12 0.0142
F 1.277879 -0.813989 2.557499 0.07 -0.32 -0.14 0.0546
C 0.749643 1.446389 2.089232 0.02 -0.20 0.46 0.0132
S 0.064411 1.111893 0.533480 0.36 -0.12 -0.73 0.1538
C 0.784760 2.769080 2.524440 -0.01 -0.20 -0.10 0.0128
F 0.298345 3.732399 1.750578 -0.06 0.06 -0.12 0.0020
C 1.325853 3.107158 3.744928 0.06 -0.01 0.12 -0.0026
F 1.354050 4.369009 4.141008 0.00 0.07 0.01 -0.0021
O 3.458588 -3.169338 -1.934870 0.00 -0.03 0.17 0.0127
C 2.692177 -2.299101 -1.659579 -0.08 0.06 -0.07 0.0112
O 2.017284 -2.257484 -0.493560 0.09 0.03 0.05 0.0677
C 2.348970 -1.149117 -2.589205 -0.04 0.01 0.11 0.0011
P 1.698212 0.161999 -1.518399 0.05 0.33 -0.06 -0.0034
C 0.958566 1.420993 -2.573721 -0.18 -0.07 0.10 -0.0002
C 0.494367 1.062592 -3.838930 -0.05 -0.05 -0.05 -0.0027
C -0.091374 2.011772 -4.662742 -0.01 -0.02 -0.03 0.0003
C -0.218304 3.322924 -4.229794 -0.01 0.04 0.02 -0.0033
C 0.242130 3.689242 -2.970167 -0.02 -0.03 -0.06 0.0006
C 0.823800 2.745072 -2.141888 0.07 0.05 0.03 -0.0010
C 3.178195 0.885445 -0.753715 0.01 -0.10 0.08 0.0025
C 3.698716 0.347300 0.424885 -0.01 0.09 0.01 0.0041
C 4.865808 0.859339 0.973048 -0.02 -0.04 0.00 0.0006
C 5.523185 1.911414 0.349802 0.00 0.00 0.00 -0.0009
C 5.018385 2.443244 -0.828479 0.00 -0.01 0.00 0.0003
C 3.853549 1.932829 -1.382875 -0.05 -0.04 -0.06 -0.0005
H 1.597057 -1.501041 -3.294848 -0.03 -0.02 -0.01 0.0006
H 3.227886 -0.823099 -3.136562 0.08 -0.02 -0.10 -0.0007
H 0.588608 0.045645 -4.197368 -0.03 0.07 -0.01 -0.0002
H -0.445320 1.723072 -5.644542 0.02 0.02 0.04 0.0001
H -0.672765 4.064387 -4.876425 0.03 -0.05 0.04 -0.0002
H 0.151235 4.713599 -2.632092 0.00 -0.04 -0.01 0.0001
H 1.188549 3.045309 -1.168398 -0.01 -0.03 -0.05 0.0013
H 3.210613 -0.483695 0.917517 0.00 -0.04 0.00 0.0037
H 5.266586 0.426474 1.882192 -0.04 0.04 -0.05 0.0000
H 6.433318 2.312921 0.778959 -0.05 -0.03 -0.02 0.0000
H 5.534113 3.256633 -1.323971 -0.03 -0.04 0.02 0.0001
H 3.476558 2.353044 -2.306777 0.01 -0.01 0.02 0.0000
```
Forces are in eV/Å.

The value obtained for the gap between HOMO and LUMO (alpha / beta) is 0.236 / 0.191 Ha. The expectation value of S² is 3.789. For the LUMO energy (alpha / beta), the calculation gives -4.05 / -5.28 eV. As for the multiplicity: 4. The molecular weight is 789.62 g/mol. As for the net charge: +1.

Record 4
Computed, not measured: C21H17BBrF6MoN6O6S3 as an isolated structure at a distorted geometry, with the ωB97M-V functional and the def2-TZVPD basis.

Geometry as XYZ:
```
62
Properties=species:S:1:pos:R:3:forces:R:3:mulliken_charge:R:1
Mo -0.483511 0.007022 -0.581684 1.16 -1.32 0.99 -0.3239
C -0.404891 0.951641 4.737213 -0.04 0.01 0.00 -2.1401
C -0.244162 0.797121 3.253621 0.02 0.00 -0.02 0.6416
N 0.035566 -0.307136 2.699850 0.17 -0.03 0.00 0.4151
N 0.234249 -1.458434 3.429815 0.05 0.03 0.12 -1.4276
C 0.421542 -2.350861 2.510655 -0.48 -0.09 -0.16 0.0068
N 0.605687 -3.657188 2.644465 0.01 0.11 0.07 -0.2686
S 0.454563 -1.682859 0.875244 0.93 0.56 -0.66 1.1294
C -0.355791 1.981059 2.351747 -0.01 -0.13 -0.08 1.0872
C -0.696867 3.186176 2.952410 0.02 0.12 0.04 -0.8514
C -0.708878 4.371766 2.236253 0.02 -0.07 -0.02 -0.7424
C -0.325329 4.321387 0.913145 0.01 -0.05 0.14 -1.0584
C -0.032287 3.082338 0.368822 0.08 -0.03 -0.22 -0.5119
N -0.076026 1.908611 1.015740 -0.61 0.15 0.15 0.3263
H -0.157173 0.012546 5.222014 0.00 -0.01 -0.01 0.3741
H -1.433301 1.216386 4.993837 0.00 0.02 0.00 0.4227
H 0.250042 1.731618 5.125779 0.01 -0.01 0.00 0.5648
H 0.608899 -4.072499 3.560613 0.03 -0.01 0.00 0.2426
H 0.802830 -4.208995 1.824171 -0.03 -0.02 -0.01 0.1877
H -0.940477 3.200052 4.002862 0.00 -0.01 0.00 0.4611
H -0.985209 5.300023 2.717904 0.01 0.01 -0.02 0.4756
H -0.252924 5.204241 0.294769 0.00 0.00 -0.01 0.5136
H 0.257894 3.035247 -0.666917 -0.05 0.04 0.00 0.8032
F 0.984196 -4.469819 -2.162886 -0.02 0.06 0.02 -0.1591
C 1.051924 -3.213668 -2.556507 0.11 0.05 -0.05 0.6177
F 0.814031 -3.147853 -3.859616 0.00 0.00 0.08 -0.1871
F 2.252330 -2.714685 -2.308472 -0.04 0.00 0.02 -0.2062
S -0.322296 -2.241004 -1.699256 -0.36 -0.29 0.47 0.7745
O 0.711888 -2.932954 -0.084489 -0.32 -0.07 0.22 -0.8400
O -1.460665 -2.945162 -2.226194 0.03 0.04 -0.18 -0.6644
N 0.260818 -0.770996 -2.568643 -0.25 0.35 0.03 -0.6580
S 0.959449 0.540290 -2.835613 -0.03 0.22 -0.53 0.9909
O 0.255977 1.470710 -1.843695 0.13 0.03 0.09 -0.7002
O 1.061911 1.052288 -4.152978 -0.03 0.00 0.07 -0.6103
C 2.688628 0.538256 -2.163163 -0.10 0.01 0.03 0.7053
F 2.694268 0.044196 -0.927022 0.02 -0.03 0.01 -0.2239
F 3.457214 -0.191184 -2.944639 0.01 -0.04 -0.02 -0.1956
F 3.125985 1.788030 -2.133879 0.01 0.05 0.00 -0.2189
Br -3.962374 4.804776 -3.793009 0.00 0.00 -0.01 -0.0672
C -3.609305 3.266059 -2.801232 0.00 -0.02 0.00 0.1846
C -3.551954 3.332419 -1.413170 -0.01 -0.01 0.00 -0.8259
C -3.268515 2.186769 -0.709540 0.07 -0.01 0.02 -0.2825
N -3.044623 1.020149 -1.337990 -0.25 -0.08 -0.22 0.3156
C -3.127681 0.944319 -2.681846 -0.03 -0.02 0.06 -0.2541
C -3.404360 2.050903 -3.445729 0.00 0.02 -0.01 -0.6708
H -3.725544 4.260962 -0.890064 0.00 0.00 0.00 0.5137
H -3.194910 2.162942 0.369485 0.00 0.01 0.00 0.5998
H -2.954545 -0.033327 -3.114602 0.01 0.00 0.00 0.4790
H -3.453290 1.967234 -4.521160 0.00 0.01 0.00 0.5029
O -3.460875 -1.380316 -0.754518 0.17 0.04 -0.03 -0.4758
B -2.615304 -0.270728 -0.567560 -0.52 0.46 -0.13 2.9748
O -2.323401 -0.081313 0.845916 0.21 0.03 -0.29 -0.5666
C -2.838682 -1.252739 1.433823 0.07 0.11 -0.01 0.5252
C -2.787391 -1.620481 2.754432 -0.08 -0.04 0.03 -0.7564
C -3.395441 -2.832382 3.081090 0.00 0.01 -0.01 -0.8426
C -4.021131 -3.607561 2.111868 0.01 0.00 0.01 -0.6911
C -4.081863 -3.204322 0.779980 0.00 0.01 -0.03 -1.1590
C -3.486171 -2.003598 0.465111 -0.06 -0.14 0.05 0.7879
H -2.296721 -1.012927 3.500214 -0.06 -0.03 -0.02 0.5063
H -3.379149 -3.169965 4.108279 0.00 0.00 0.00 0.4762
H -4.480193 -4.544069 2.397952 0.00 0.00 0.00 0.4296
H -4.575287 -3.794814 0.021095 0.00 0.00 0.00 0.5442
```
Forces are in eV/Å.

The value obtained for the gap between HOMO and LUMO (alpha / beta) is 0.251 / 0.251 Ha. For the LUMO energy (alpha / beta), the calculation gives -3.97 / -3.95 eV. The molecular weight is 846.25 g/mol. As for the net charge: +1.

Question: molecular weight of number 2 (C3H5Br2N3)?
Answer: 242.90 g/mol

Question: Number 4 is which compound?
Answer: C21H17BBrF6MoN6O6S3

Question: Which of these has the lowest net charge?
Answer: C17H17AuClO3S